Density functional theory data (ωB97M-V/def2-TZVPD) for a 9-piece molecular cluster, C25H68O23S9 overall at a distorted geometry.

As for the LUMO energy: -0.34 eV. The value obtained for the energy above the lowest of the compared OMol25 structures with the same formula, charge and spin is 123.4 kcal/mol. The value obtained for the maximum force is 5.04 eV/A. Its HOMO energy is -0.344 Eh. The HOMO-LUMO gap is 9.0 eV.

Element x y z (Å)
1 O -3.239 3.570 -7.153
2 S -3.620 2.975 -5.849
3 O -4.719 1.997 -5.717
4 O -2.179 2.251 -5.352
5 C -2.247 1.122 -4.592
6 C -1.332 1.277 -3.282
7 C -3.680 4.390 -4.658
8 H -1.854 0.260 -5.132
9 H -3.238 0.903 -4.195
10 H -1.126 0.299 -2.848
11 H -1.781 1.732 -2.400
12 H -0.452 1.920 -3.319
13 H -3.084 5.265 -4.919
14 H -3.451 4.118 -3.627
15 H -4.680 4.802 -4.521
16 O -0.209 -5.215 8.181
17 S 0.615 -4.110 7.696
18 O 1.683 -3.738 8.626
19 O 1.351 -4.540 6.255
20 C 2.329 -3.653 5.596
21 C 2.715 -4.105 4.141
22 C -0.570 -2.705 7.180
23 H 3.170 -3.591 6.287
24 H 1.839 -2.691 5.446
25 H 3.175 -5.091 4.067
26 H 3.362 -3.303 3.783
27 H 1.820 -3.971 3.534
28 H -1.222 -3.151 6.429
29 H 0.036 -1.920 6.728
30 H -1.124 -2.362 8.053
31 O -6.292 1.086 -1.232
32 S -4.911 1.653 -1.203
33 O -4.423 2.282 -2.387
34 O -4.901 2.827 -0.006
35 C -5.706 4.025 -0.075
36 C -7.147 3.733 -0.442
37 C -3.802 0.383 -0.569
38 H -5.203 4.686 -0.780
39 H -5.495 4.506 0.880
40 H -7.661 3.023 0.205
41 H -7.314 3.476 -1.488
42 H -7.733 4.651 -0.498
43 H -4.374 0.115 0.320
44 H -2.855 0.831 -0.269
45 H -3.581 -0.415 -1.278
46 O 4.641 2.393 3.366
47 S 5.234 1.205 2.668
48 O 4.338 0.040 2.592
49 O 5.711 1.605 1.152
50 C 6.529 2.834 0.878
51 C 7.455 2.640 -0.314
52 C 6.888 0.615 3.266
53 H 7.207 2.966 1.721
54 H 5.898 3.721 0.815
55 H 7.912 1.654 -0.219
56 H 8.370 3.229 -0.243
57 H 6.955 2.625 -1.282
58 H 7.284 -0.099 2.544
59 H 6.693 0.049 4.178
60 H 7.475 1.505 3.491
61 O -1.658 3.879 -0.202
62 S -0.918 4.914 -1.058
63 O -1.718 5.650 -2.096
64 O -0.328 6.073 -0.017
65 C -1.359 6.638 0.810
66 C -0.769 6.615 2.237
67 C 0.731 4.324 -1.673
68 H -2.367 6.222 0.801
69 H -1.413 7.674 0.477
70 H -0.833 5.615 2.665
71 H -1.389 7.278 2.841
72 H 0.248 6.945 2.448
73 H 0.608 4.006 -2.708
74 H 1.199 3.562 -1.051
75 H 1.408 5.176 -1.732
76 O -0.414 0.311 -0.138
77 S 0.371 -0.898 -0.014
78 O -0.238 -2.118 -0.466
79 O 1.833 -0.747 -0.766
80 C 2.533 0.459 -0.860
81 C 4.030 0.256 -1.239
82 C 1.218 -1.122 1.611
83 H 2.570 1.125 0.002
84 H 2.146 1.079 -1.669
85 H 4.624 -0.357 -0.561
86 H 4.426 1.270 -1.285
87 H 4.091 -0.215 -2.220
88 H 1.924 -1.951 1.557
89 H 0.587 -1.144 2.499
90 H 1.954 -0.320 1.675
91 O -3.897 -1.877 -3.391
92 S -2.967 -3.014 -3.439
93 O -3.290 -4.171 -4.271
94 O -1.441 -2.281 -3.738
95 C -0.647 -2.785 -4.740
96 C -0.722 -2.098 -6.059
97 C -2.619 -3.533 -1.716
98 H -0.802 -3.834 -4.993
99 H 0.383 -2.769 -4.383
100 H -0.412 -1.053 -6.098
101 H -1.726 -2.128 -6.483
102 H -0.046 -2.566 -6.774
103 H -2.333 -2.686 -1.092
104 H -1.662 -4.056 -1.723
105 H -3.501 -4.088 -1.396
106 C -2.901 -3.886 4.307
107 S -1.948 -2.729 3.216
108 O -0.947 -2.310 4.273
109 C -1.447 -4.185 2.222
110 H -3.365 -3.479 5.205
111 H -2.438 -4.840 4.564
112 H -3.795 -4.329 3.868
113 H -1.013 -4.919 2.901
114 H -0.877 -4.101 1.296
115 H -2.416 -4.541 1.870
116 C 1.569 -4.161 -1.886
117 S 2.746 -5.556 -1.318
118 O 3.533 -6.161 -2.480
119 C 3.909 -4.377 -0.535
120 H 1.265 -4.363 -2.913
121 H 2.130 -3.227 -1.929
122 H 0.564 -4.067 -1.476
123 H 4.614 -3.878 -1.201
124 H 4.544 -5.020 0.074
125 H 3.385 -3.706 0.145